This record from OMol25 describes one molecule with the formula C2H4O2S2 in a non-equilibrium geometry. The level of theory is ωB97M-V/def2-TZVPD.

The value obtained for the total energy is -27899.981 eV. The calculation puts the HOMO energy (spin up / spin down) at -8.76 / -8.76 eV. As for the total charge: 0. The value obtained for the HOMO-LUMO gap (spin up / spin down) is 6.0 / 6.0 eV. Its lowest unoccupied orbital energy (spin up / spin down) is -0.1005 / -0.1005 hartree. The calculation puts the energy relative to the best compared isomer or geometry (same formula, charge and spin) at 420.2 kJ/mol.

Each line ends with the Mulliken charge.
CARTESIAN COORDINATES (ANGSTROEM)
C: -0.45 0.55 -0.98  -0.43
C: -0.81 -0.68 -0.04  -0.66
O: 2.90 0.31 1.69  -0.38
O: -0.22 1.64 -0.34  -0.57
S: 0.73 -1.22 0.79  0.00
S: 1.47 0.41 1.88  0.54
H: 0.27 0.14 -1.61  0.38
H: -1.31 0.63 -1.54  0.36
H: -1.46 -0.26 0.69  0.34
H: -1.12 -1.53 -0.54  0.42

This record from OMol25 describes a 2-piece molecular cluster, C3H7N3S overall in a non-equilibrium geometry. The level of theory is ωB97M-V/def2-TZVPD.

The value obtained for the total energy is -18526.279 eV. The calculation puts the HOMO energy at -8.20 eV. As for the total charge: 0. The value obtained for the HOMO-LUMO gap is 8.8 eV. Its lowest unoccupied orbital energy is 0.0234 hartree. The calculation puts the energy relative to the best compared isomer or geometry (same formula, charge and spin) at 404.4 kJ/mol.

Each line ends with the Mulliken charge.
CARTESIAN COORDINATES (ANGSTROEM)
C: -3.09 -0.42 0.03  0.32
C: 0.16 1.16 -0.45  -0.49
C: 2.17 0.34 0.43  -0.90
N: -2.53 -1.48 -0.07  -0.39
N: 0.28 -1.12 -0.02  -0.78
N: 0.82 0.06 -0.06  0.42
S: -4.27 0.58 0.22  -0.33
H: 0.73 1.99 -0.58  0.33
H: -0.83 1.15 -1.01  0.21
H: 2.77 0.54 -0.45  0.29
H: 1.95 1.19 1.07  0.34
H: 2.40 -0.59 0.90  0.35
H: -1.63 -1.56 -0.40  0.44
H: 1.06 -1.84 0.39  0.18

This record from OMol25 describes one molecule with the formula C19H27NO4. The level of theory is ωB97M-V/def2-TZVPD.

The value obtained for the total energy is -29822.383 eV. The calculation puts the HOMO energy at -8.33 eV. As for the total charge: 0. The SMILES is COc1ccc(CNC(=O)COC(=O)CCC2CCCCC2)cc1. The value obtained for the HOMO-LUMO gap is 9.1 eV. Its lowest unoccupied orbital energy is 0.0302 hartree. The calculation puts the energy relative to the best compared isomer or geometry (same formula, charge and spin) at 63.7 kJ/mol.

Each line ends with the Mulliken charge.
CARTESIAN COORDINATES (ANGSTROEM)
C: -7.04 -2.67 0.50  -0.84
O: -5.71 -2.44 0.88  -0.44
C: -5.02 -1.44 0.26  0.88
C: -3.70 -1.26 0.67  -0.75
C: -2.92 -0.28 0.10  0.01
C: -3.44 0.56 -0.88  0.24
C: -2.58 1.63 -1.50  -0.87
N: -1.80 2.34 -0.50  -0.18
C: -0.46 2.34 -0.51  0.58
O: 0.22 1.87 -1.40  -0.67
C: 0.19 3.04 0.69  -0.46
O: 1.38 2.35 1.05  -0.31
C: 1.21 1.06 1.35  0.56
O: 0.12 0.54 1.42  -0.63
C: 2.53 0.36 1.52  -0.48
C: 2.94 -0.19 0.15  -1.21
C: 4.25 -0.98 0.18  0.77
C: 5.46 -0.08 0.44  -0.86
C: 6.76 -0.88 0.45  -0.75
C: 6.94 -1.61 -0.88  -0.67
C: 5.75 -2.52 -1.14  -0.70
C: 4.45 -1.72 -1.15  -0.98
C: -4.75 0.39 -1.28  -1.01
C: -5.55 -0.60 -0.72  -0.43
H: -7.38 -3.51 1.11  0.24
H: -7.12 -2.94 -0.55  0.34
H: -7.68 -1.80 0.70  0.34
H: -3.31 -1.91 1.43  0.46
H: -1.89 -0.16 0.43  0.51
H: -3.20 2.35 -2.05  0.34
H: -1.85 1.20 -2.19  0.34
H: -2.30 2.64 0.32  0.28
H: 0.51 4.05 0.41  0.28
H: -0.49 3.08 1.54  0.33
H: 2.42 -0.46 2.23  0.35
H: 3.27 1.08 1.88  0.31
H: 2.14 -0.85 -0.21  0.38
H: 3.03 0.63 -0.56  0.33
H: 4.20 -1.73 0.98  0.33
H: 5.35 0.43 1.40  0.36
H: 5.51 0.69 -0.34  0.28
H: 7.60 -0.21 0.63  0.36
H: 6.73 -1.61 1.26  0.34
H: 7.86 -2.20 -0.85  0.33
H: 7.03 -0.88 -1.69  0.31
H: 5.87 -3.03 -2.10  0.35
H: 5.70 -3.29 -0.37  0.33
H: 3.61 -2.38 -1.33  0.40
H: 4.48 -0.99 -1.96  0.33
H: -5.17 1.03 -2.04  0.32
H: -6.56 -0.71 -1.06  0.39

This record from OMol25 describes C44H38N2O2P2STi as an isolated structure in a non-equilibrium geometry. The level of theory is ωB97M-V/def2-TZVPD.

The spin multiplicity is 2. The value obtained for the total energy is -105826.295 eV. The calculation puts the HOMO energy (spin up / spin down) at -16.23 / -16.24 eV. As for the total charge: +3. The value obtained for the HOMO-LUMO gap (spin up / spin down) is 7.8 / 7.7 eV. Its lowest unoccupied orbital energy (spin up / spin down) is -0.3081 / -0.3133 hartree. The calculation puts the energy relative to the best compared isomer or geometry (same formula, charge and spin) at 93.7 kJ/mol.

Each line ends with the Mulliken spin population.
CARTESIAN COORDINATES (ANGSTROEM)
Ti: 0.03 -0.26 0.07  0.89
O: -1.30 0.91 0.52  0.01
S: -2.01 1.13 -0.89  -0.01
C: -3.64 0.55 -0.50  0.02
C: -4.76 1.28 -0.14  0.01
C: -5.93 0.58 0.12  0.00
C: -5.97 -0.80 -0.02  0.00
C: -4.83 -1.52 -0.37  0.00
C: -3.64 -0.85 -0.60  -0.02
P: -2.00 -1.67 -0.94  0.06
C: -2.30 -3.45 -0.71  0.00
C: -2.98 -3.92 0.42  0.00
C: -3.22 -5.27 0.57  0.00
C: -2.77 -6.17 -0.39  0.00
C: -2.07 -5.72 -1.49  0.00
C: -1.83 -4.36 -1.66  0.00
C: -1.84 -1.52 -2.76  -0.02
C: -0.61 -1.20 -3.33  0.06
C: -0.48 -1.09 -4.70  0.01
C: -1.58 -1.31 -5.52  0.00
C: -2.80 -1.65 -4.96  0.00
C: -2.94 -1.76 -3.59  -0.01
C: -1.76 2.85 -1.23  0.01
C: -2.74 3.82 -1.41  0.00
C: -2.34 5.09 -1.80  0.00
C: -1.00 5.37 -2.03  0.00
C: -0.04 4.37 -1.89  -0.01
C: -0.41 3.09 -1.50  0.00
P: 0.88 1.82 -1.18  -0.01
C: 1.86 1.68 -2.70  -0.03
C: 3.07 0.98 -2.62  0.02
C: 3.86 0.82 -3.74  0.00
C: 3.44 1.35 -4.96  0.00
C: 2.24 2.02 -5.05  0.00
C: 1.44 2.19 -3.93  0.00
C: 1.89 2.76 0.01  -0.01
C: 1.28 3.06 1.24  0.00
C: 1.90 3.93 2.12  0.00
C: 3.13 4.49 1.80  0.00
C: 3.75 4.17 0.61  0.00
C: 3.13 3.31 -0.30  0.00
H: -4.74 2.35 -0.03  0.00
H: -6.82 1.12 0.42  0.00
H: -6.90 -1.33 0.16  0.00
H: -4.89 -2.59 -0.47  0.00
H: -3.33 -3.23 1.18  0.00
H: -3.77 -5.63 1.43  0.00
H: -2.98 -7.23 -0.28  0.00
H: -1.73 -6.41 -2.25  0.00
H: -1.29 -4.01 -2.53  0.00
H: 0.25 -1.05 -2.69  -0.05
H: 0.48 -0.85 -5.14  0.00
H: -1.48 -1.23 -6.59  0.00
H: -3.66 -1.84 -5.60  0.00
H: -3.89 -2.04 -3.15  0.00
H: -3.78 3.60 -1.27  0.00
H: -3.08 5.87 -1.92  0.00
H: -0.70 6.37 -2.31  0.00
H: 1.01 4.60 -2.08  0.00
H: 3.40 0.58 -1.66  0.00
H: 4.81 0.31 -3.67  0.00
H: 4.07 1.23 -5.84  0.00
H: 1.91 2.43 -6.00  0.00
H: 0.50 2.73 -4.00  0.00
H: 0.33 2.62 1.49  0.00
H: 1.41 4.18 3.05  0.00
H: 3.59 5.19 2.48  0.00
H: 4.72 4.59 0.37  0.00
H: 3.62 3.09 -1.24  0.00
C: 3.78 0.28 2.04  0.00
C: 2.89 -0.42 1.08  0.03
O: 1.71 -0.02 0.89  0.04
N: 3.35 -1.47 0.41  0.00
C: 2.50 -2.26 -0.50  0.00
C: 1.44 -2.97 0.31  0.02
C: 1.56 -4.29 0.69  0.00
C: 0.67 -4.81 1.63  0.00
C: -0.29 -3.97 2.17  0.00
C: -0.39 -2.68 1.69  0.02
N: 0.44 -2.20 0.76  -0.04
H: 3.38 1.27 2.25  0.00
H: 4.80 0.36 1.67  0.00
H: 3.81 -0.27 2.99  0.00
H: 4.29 -1.78 0.58  0.00
H: 3.14 -2.96 -1.02  0.00
H: 2.05 -1.58 -1.24  0.00
H: 2.34 -4.91 0.27  0.00
H: 0.76 -5.84 1.96  0.00
H: -0.96 -4.31 2.95  0.00
H: -1.16 -2.00 2.04  -0.01

This record from OMol25 describes C3H7N3S as an isolated structure in a non-equilibrium geometry. The level of theory is ωB97M-V/def2-TZVPD.

The value obtained for the total energy is -18522.610 eV. The calculation puts the HOMO energy at -8.11 eV. As for the total charge: 0. The value obtained for the HOMO-LUMO gap is 7.8 eV. Its lowest unoccupied orbital energy is -0.0112 hartree. The calculation puts the energy relative to the best compared isomer or geometry (same formula, charge and spin) at 758.4 kJ/mol.

Each line ends with the Mulliken charge.
CARTESIAN COORDINATES (ANGSTROEM)
C: -2.11 0.84 -0.03  -0.61
C: -0.19 -0.81 0.19  0.33
C: 2.22 0.19 0.00  0.05
H: -2.69 0.96 1.53  0.21
H: -3.18 0.52 -0.86  0.26
H: -1.15 1.79 -0.49  0.20
H: -2.10 -1.31 0.04  0.28
H: 0.36 1.03 -0.67  0.14
H: 2.66 0.99 -0.90  0.19
H: 3.90 -0.65 0.29  0.25
N: -1.57 -0.58 -0.27  -0.25
N: 0.75 0.20 0.07  -0.20
N: 2.84 -0.88 0.53  -0.48
S: 0.25 -2.28 0.57  -0.36

This record from OMol25 describes C22H19BInN9O2S as an isolated structure. The level of theory is ωB97M-V/def2-TZVPD.

The spin multiplicity is 2. The value obtained for the total energy is -57309.260 eV. The calculation puts the HOMO energy (spin up / spin down) at -11.06 / -11.22 eV. As for the total charge: +1. The value obtained for the HOMO-LUMO gap (spin up / spin down) is 8.1 / 7.7 eV. Its lowest unoccupied orbital energy (spin up / spin down) is -0.1081 / -0.1293 hartree. The calculation puts the energy relative to the best compared isomer or geometry (same formula, charge and spin) at 73.9 kJ/mol.

Each line ends with the Mulliken spin population.
CARTESIAN COORDINATES (ANGSTROEM)
In: -0.10 0.03 0.02  0.00
C: 0.28 -2.72 3.36  0.00
C: -0.20 -1.54 2.82  0.00
N: 0.36 -1.33 1.63  0.00
N: 1.16 -2.38 1.36  0.01
C: 1.12 -3.23 2.40  0.00
B: 2.01 -2.45 0.05  -0.03
N: 2.93 -1.21 0.06  0.00
C: 4.26 -1.05 0.09  0.00
C: 4.55 0.29 0.04  0.00
C: 3.31 0.91 -0.01  0.00
N: 2.32 0.02 0.00  0.00
N: 1.17 -2.38 -1.28  0.02
C: 1.14 -3.25 -2.31  0.00
C: 0.27 -2.78 -3.27  0.00
C: -0.22 -1.59 -2.74  0.00
N: 0.35 -1.35 -1.56  0.00
N: 2.65 -3.84 0.03  -0.01
C: 3.90 -4.35 -0.09  0.00
C: 3.82 -5.73 -0.12  0.01
C: 2.45 -6.00 -0.01  0.00
N: 1.76 -4.87 0.07  0.08
H: 0.04 -3.16 4.31  0.00
H: -0.90 -0.82 3.22  0.00
H: 1.70 -4.14 2.40  0.00
H: 4.93 -1.89 0.17  0.00
H: 5.52 0.75 0.06  0.00
H: 3.11 1.96 -0.06  0.00
H: 1.73 -4.15 -2.30  0.00
H: 0.04 -3.23 -4.21  0.00
H: -0.94 -0.90 -3.15  0.00
H: 4.77 -3.73 -0.16  0.00
H: 4.63 -6.43 -0.20  0.00
H: 1.93 -6.94 -0.01  0.00
S: -4.24 1.90 -0.05  0.00
C: -4.49 0.21 -0.03  0.00
C: -3.32 -0.49 0.00  0.00
C: -2.18 0.37 0.01  0.00
C: -2.54 1.69 -0.02  0.00
C: -1.56 2.78 -0.02  0.00
C: -1.93 4.12 -0.04  0.00
C: -0.97 5.10 -0.02  0.00
C: 0.37 4.73 0.02  0.00
C: 0.67 3.38 0.03  0.00
N: -0.25 2.42 0.01  0.00
H: -5.49 -0.18 -0.03  0.00
H: -3.26 -1.57 0.02  0.00
H: -2.98 4.37 -0.07  0.00
H: -1.25 6.14 -0.04  0.00
H: 1.17 5.46 0.04  0.00
H: 1.70 3.06 0.07  0.00
O: -1.50 -5.56 -0.51  0.36
C: -1.04 -4.49 -0.14  0.14
O: -1.33 -3.34 0.12  0.27
H: 0.23 -4.69 -0.02  0.17